The following is a DFT calculation (ωB97M-V/def2-TZVPD) of C17H39HoOP3S as an isolated structure in a non-equilibrium geometry.

E_LUMO (alpha / beta): -10.64 / -10.58 eV
Orbital gap (alpha / beta): 6.85 / 6.92 eV
2S+1: 5
Highest occupied orbital energy (alpha / beta): -17.5 / -17.5 eV
Total energy: -3115.6111 Ha
Charge: +3

Structure (XYZ):
```
62
Properties=species:S:1:pos:R:3:forces:R:3
Ho 0.020043 0.570834 0.014829 0.872 0.025 2.480
P -1.745183 2.181125 1.156243 -1.198 1.440 0.938
P -2.016791 -1.584751 1.988241 -0.791 -0.341 1.277
P 2.285466 2.224122 -0.226767 1.808 1.575 0.397
H -0.750799 -4.609741 0.057041 0.329 -0.487 0.548
C 0.288909 -4.396796 -0.158101 0.428 0.676 -0.326
C 1.311061 -3.984119 0.592045 0.061 -0.132 -0.292
H 1.459961 -4.023919 1.664946 -0.585 0.163 0.103
C -3.004984 2.547984 -0.095193 0.085 -0.158 -0.057
C -2.691490 2.121172 2.709234 0.102 -0.276 0.073
C -0.848407 3.750588 1.403297 0.039 -0.099 -0.055
C -1.912974 -3.341333 2.565965 0.552 -0.505 -0.572
C -1.973552 -0.967722 3.736594 0.254 0.621 -0.092
C -3.837688 -1.546261 1.670830 0.067 0.287 -0.652
C 3.997763 1.561656 -0.386200 -0.114 -1.043 -0.189
C 2.559770 3.284579 1.276775 -0.701 -0.164 0.192
C 2.271219 3.369630 -1.658875 -0.647 -0.234 -0.257
H 0.533659 -4.443802 -1.209289 -0.364 0.065 -0.327
H 2.185806 -3.661948 0.028419 0.223 -0.361 0.217
H -3.571644 3.419464 0.244452 -0.043 -0.066 -0.211
H -3.668508 1.677022 -0.176982 0.044 0.285 -0.159
H -2.523784 2.766221 -1.057391 -0.318 0.009 0.055
H -3.244329 3.068026 2.790477 0.085 -0.282 -0.019
H -1.983706 2.040218 3.551958 -0.491 0.083 -0.277
H -3.385632 1.267082 2.690946 0.238 0.437 0.207
H -1.593083 4.519005 1.638412 0.243 0.049 -0.127
H -0.270741 4.023074 0.507368 -0.174 0.157 0.342
H -0.181817 3.620157 2.270207 -0.304 0.218 -0.300
H -2.921069 -3.762970 2.660206 0.293 0.097 -0.188
H -1.450928 -3.393448 3.560904 0.014 0.030 -0.448
H -1.321382 -3.928359 1.859353 -0.239 -0.165 0.348
H -2.909846 -1.249318 4.239102 0.272 0.072 -0.110
H -1.848536 0.115993 3.785865 -0.062 -0.343 0.254
H -1.142402 -1.447718 4.269824 -0.190 0.210 -0.134
H -4.387476 -2.260950 2.295638 0.291 0.262 -0.005
H -3.997062 -1.831706 0.623122 -0.156 0.088 0.187
H -4.256486 -0.545626 1.825828 0.030 -0.166 -0.108
H 4.431354 1.890073 -1.344334 -0.155 -0.216 0.455
H 3.919812 0.465299 -0.396815 0.480 0.211 -0.019
H 4.647546 1.872662 0.448215 -0.396 -0.075 -0.349
H 3.169318 4.169642 1.022979 -0.161 -0.484 0.057
H 3.062608 2.677814 2.055363 -0.192 0.366 -0.431
H 1.588437 3.622284 1.674312 0.777 0.019 -0.127
H 3.279156 3.503227 -2.075008 -0.323 0.124 0.353
H 1.813833 4.336364 -1.411200 0.098 -0.253 -0.171
H 1.676720 2.853387 -2.425475 0.084 0.458 -0.114
C 0.706522 -1.529554 -3.353508 -0.079 -0.357 -1.392
C 0.260318 -0.722821 -4.422679 0.761 0.541 -0.023
C 0.878226 -0.853633 -5.680522 0.077 -0.324 0.502
C 1.908506 -1.820331 -5.835861 -0.167 -0.179 0.090
C 2.209632 -2.758902 -4.821089 -0.366 0.593 -0.303
C 1.572907 -2.621545 -3.587277 0.156 0.312 0.732
S 0.479837 -1.119939 -1.660235 -1.051 -0.251 -1.344
H -0.894089 -0.564205 -1.373150 0.761 -1.921 -1.593
H -0.458670 0.076723 -4.223140 0.180 -0.281 -0.266
H 0.591563 -0.180748 -6.519982 0.267 -0.681 0.801
H 2.486638 -1.848761 -6.769538 -0.440 -0.053 0.387
H 2.941580 -3.571871 -4.972978 -0.515 0.639 0.037
H 1.828542 -3.263253 -2.743150 -0.005 -0.026 -0.328
O 1.280051 -0.401401 1.599611 0.987 -0.638 0.963
H 1.155802 -0.267355 2.565237 -0.023 -0.090 -0.509
H 1.990508 -1.090618 1.540881 -0.706 0.543 -0.124
```
Positions in Å, forces in eV/Å.